C41H63As2CaN6O3PSSeSi3Te as an isolated structure, computed with the ωB97M-V functional and the def2-TZVPD basis.

CARTESIAN COORDINATES (ANGSTROEM)
Ca -0.370 -1.502 -0.568
C -3.354 1.903 3.393
As -1.931 2.561 2.222
C -3.023 3.925 1.301
C -1.091 3.851 3.473
C -1.553 4.037 4.776
C -0.919 4.909 5.648
C 0.204 5.611 5.231
C 0.678 5.429 3.941
C 0.044 4.559 3.058
As 0.751 4.247 1.247
C 1.308 6.083 0.806
C 2.517 3.577 1.775
H -4.009 2.700 3.749
H -2.917 1.364 4.234
H -3.914 1.178 2.802
H -3.475 4.611 2.019
H -3.804 3.418 0.735
H -2.397 4.482 0.602
H -2.423 3.493 5.121
H -1.298 5.036 6.655
H 0.714 6.285 5.909
H 1.569 5.962 3.630
H 1.948 6.524 1.570
H 0.420 6.703 0.677
H 1.853 6.057 -0.139
H 2.987 4.242 2.500
H 3.146 3.494 0.888
H 2.398 2.586 2.211
S 1.111 6.166 -2.967
N -0.300 5.394 -2.756
C -0.013 4.178 -2.329
C -0.975 3.143 -2.002
C -2.350 3.278 -2.207
C -3.173 2.226 -1.883
C -2.606 1.072 -1.335
N -1.304 0.938 -1.139
C -0.493 1.941 -1.482
C 0.958 1.702 -1.337
N 1.324 0.524 -0.834
C 2.612 0.220 -0.772
C 3.611 1.093 -1.209
C 3.246 2.327 -1.702
C 1.892 2.653 -1.761
C 1.394 3.933 -2.227
N 2.134 4.968 -2.580
H -2.736 4.199 -2.625
H -4.241 2.255 -2.050
H -3.231 0.230 -1.057
H 2.831 -0.762 -0.370
H 4.648 0.791 -1.151
H 3.980 3.047 -2.042
C 1.133 -2.854 3.844
Si 1.658 -1.684 2.452
C 0.665 -0.106 2.707
C 3.481 -1.224 2.789
N 1.396 -2.244 0.875
C 2.221 -3.174 0.264
C 3.074 -4.035 0.967
C 3.907 -4.967 0.344
C 3.888 -5.070 -1.032
C 3.041 -4.238 -1.766
C 2.207 -3.276 -1.179
N 1.371 -2.438 -1.894
Si 1.468 -2.194 -3.563
C 3.213 -1.829 -4.224
C 0.779 -3.618 -4.607
C 0.488 -0.650 -4.043
H 1.245 -2.385 4.828
H 1.716 -3.779 3.838
H 0.083 -3.123 3.713
H 0.865 0.334 3.690
H -0.408 -0.304 2.630
H 0.913 0.636 1.942
H 3.546 -0.251 3.287
H 4.040 -1.166 1.851
H 3.990 -1.956 3.421
H 3.072 -3.983 2.051
H 4.545 -5.609 0.942
H 4.510 -5.797 -1.545
H 3.013 -4.349 -2.845
H 3.868 -2.702 -4.232
H 3.689 -1.065 -3.601
H 3.151 -1.438 -5.246
H 1.349 -4.535 -4.436
H 0.790 -3.400 -5.680
H -0.251 -3.819 -4.300
H 1.038 0.252 -3.754
H -0.501 -0.625 -3.580
H 0.351 -0.612 -5.129
C -4.859 -5.532 -2.300
C -4.267 -4.623 -1.242
O -3.139 -3.914 -1.743
P -3.183 -2.597 -2.642
O -2.012 -1.751 -2.259
Te -5.323 -1.561 -2.747
O -2.894 -3.269 -4.088
C -2.695 -2.397 -5.200
C -2.618 -3.248 -6.446
H -5.680 -6.113 -1.872
H -4.101 -6.218 -2.683
H -5.245 -4.940 -3.131
H -3.891 -5.191 -0.390
H -5.012 -3.908 -0.884
H -1.773 -1.830 -5.050
H -3.530 -1.691 -5.261
H -1.785 -3.950 -6.381
H -2.469 -2.613 -7.323
H -3.544 -3.810 -6.575
C -5.113 -3.230 2.700
Si -3.258 -2.862 2.739
C -2.363 -4.501 2.405
C -2.899 -2.366 4.529
Se -2.744 -1.245 1.321
H -5.379 -4.024 3.407
H -5.420 -3.538 1.699
H -5.681 -2.332 2.954
H -3.079 -5.313 2.246
H -1.717 -4.783 3.241
H -1.735 -4.425 1.516
H -3.160 -3.170 5.227
H -3.482 -1.479 4.789
H -1.843 -2.123 4.661

- relative energy (zero: lowest compared OMol25 entry of this formula, charge and spin) (kcal per mole) = 0.0
- orbital gap (hartree) = 0.153
- HOMO level (eV) = -1.055
- net charge = -2

Here are the Löwdin charges for atoms 1 to 2, given in e:
1. Ca 1.12
2. C -0.35



C41H63AsBN9NaO2S as an isolated structure, computed with the ωB97M-V functional and the def2-TZVPD basis.

CARTESIAN COORDINATES (ANGSTROEM)
Na 0.023 0.263 -0.330
C -4.188 3.153 2.313
C -3.561 2.541 1.102
C -3.921 2.743 -0.210
C -3.042 1.942 -0.962
N -2.213 1.292 -0.151
N -2.527 1.669 1.119
B -1.989 0.989 2.414
N -0.521 1.328 2.788
N 0.571 0.742 2.235
C 1.623 1.149 2.930
C 1.218 2.038 3.945
C -0.152 2.112 3.829
C -1.079 2.932 4.664
C 3.042 0.698 2.659
C 3.711 0.348 3.996
C 3.823 1.824 1.977
C 3.063 -0.537 1.767
N -2.263 -0.540 2.466
N -2.208 -1.406 1.422
C -2.682 -2.565 1.872
C -3.041 -2.458 3.228
C -2.758 -1.154 3.563
C -2.920 -0.484 4.888
C -2.849 -3.777 0.977
C -1.491 -4.326 0.543
C -3.624 -3.376 -0.276
C -3.620 -4.866 1.725
C -3.111 1.714 -2.458
C -4.003 2.777 -3.103
C -3.723 0.332 -2.705
C -1.732 1.762 -3.110
H -4.976 3.833 1.991
H -4.627 2.399 2.967
H -3.469 3.721 2.905
H -4.704 3.394 -0.561
H -2.636 1.457 3.304
H 1.825 2.546 4.676
H -0.501 3.419 5.450
H -1.565 3.710 4.072
H -1.863 2.333 5.127
H 3.746 1.209 4.666
H 3.166 -0.451 4.501
H 4.737 0.013 3.821
H 3.781 2.746 2.562
H 4.872 1.537 1.857
H 3.411 2.013 0.988
H 2.461 -1.329 2.211
H 2.665 -0.322 0.778
H 4.091 -0.891 1.649
H -3.452 -3.209 3.881
H -3.235 -1.222 5.626
H -1.984 -0.036 5.228
H -3.669 0.310 4.854
H -0.952 -3.577 -0.033
H -0.886 -4.595 1.412
H -1.625 -5.216 -0.079
H -3.050 -2.642 -0.833
H -3.795 -4.249 -0.913
H -4.589 -2.935 -0.019
H -3.089 -5.179 2.626
H -4.613 -4.519 2.017
H -3.739 -5.741 1.082
H -5.042 2.680 -2.782
H -3.659 3.785 -2.858
H -3.975 2.664 -4.189
H -4.651 0.205 -2.143
H -3.932 0.198 -3.770
H -3.022 -0.435 -2.393
H -1.327 2.776 -3.122
H -1.028 1.120 -2.591
H -1.796 1.410 -4.143
C 6.976 -3.156 -3.228
C 5.789 -2.243 -3.082
C 5.790 -0.978 -3.663
C 4.708 -0.124 -3.515
C 3.612 -0.529 -2.769
C 3.587 -1.787 -2.189
C 4.672 -2.635 -2.351
S 2.241 0.590 -2.518
O 2.481 1.221 -1.231
O 2.243 1.465 -3.673
N 0.959 -0.296 -2.334
C 0.454 -1.098 -3.325
C 0.987 -1.230 -4.624
C 0.383 -2.094 -5.509
C -0.741 -2.815 -5.119
C -1.204 -2.610 -3.830
N -0.638 -1.789 -2.954
H 7.415 -3.077 -4.224
H 6.697 -4.196 -3.061
H 7.755 -2.901 -2.506
H 6.646 -0.662 -4.248
H 4.697 0.852 -3.981
H 2.713 -2.092 -1.629
H 4.647 -3.626 -1.910
H 1.840 -0.638 -4.922
H 0.784 -2.201 -6.511
H -1.246 -3.497 -5.789
H -2.087 -3.134 -3.475
C 2.750 -4.524 1.060
C 1.909 -3.412 0.637
N 1.264 -2.523 0.312
H 2.425 -4.881 2.035
H 3.785 -4.191 1.129
H 2.681 -5.339 0.341
C 2.117 4.422 -0.315
As 0.446 3.407 -0.104
C -0.482 4.377 -1.544
C -0.284 4.518 1.347
H 1.891 5.476 -0.485
H 2.662 4.014 -1.166
H 2.739 4.330 0.573
H -0.400 5.454 -1.381
H -1.534 4.092 -1.570
H -0.016 4.122 -2.497
H -0.146 5.578 1.125
H 0.218 4.268 2.280
H -1.348 4.303 1.452

- relative energy (zero: lowest compared OMol25 entry of this formula, charge and spin) (kcal per mole) = 0.9
- orbital gap (hartree) = 0.268
- HOMO level (eV) = -5.349
- net charge = -1

Here are the Löwdin charges for atoms 1 to 2, given in e:
1. Na 0.17
2. C -0.03



A 8-piece molecular cluster, C41H63BBrCl2N4O38PS7 overall, computed with the ωB97M-V functional and the def2-TZVPD basis.

CARTESIAN COORDINATES (ANGSTROEM)
C -2.106 0.929 3.411
C -3.006 -0.049 2.529
O -4.189 -0.010 2.773
N -2.462 -0.987 1.540
C -1.602 -1.925 2.303
C -1.751 -0.301 0.424
Br -2.957 1.306 0.088
C -1.902 -1.182 -0.874
C -2.824 -2.458 -0.722
C -4.293 -2.364 -0.516
C -5.165 -3.539 -0.398
C -4.614 -4.911 -0.508
C -3.171 -5.027 -0.721
C -2.290 -3.835 -0.820
O -0.512 0.202 0.841
C 0.631 0.149 0.027
C 1.563 1.488 0.082
C 1.824 1.808 1.580
C 2.421 3.210 1.986
C 2.742 3.222 3.550
O 3.647 3.945 3.898
N 1.984 2.466 4.525
C 2.655 1.263 4.959
C 1.969 -0.047 5.097
C 2.680 -1.231 5.573
C 4.113 -1.197 5.949
C 4.802 0.085 5.800
C 4.086 1.292 5.313
N 0.682 2.459 -0.664
C -0.064 3.131 0.042
O -0.799 3.717 0.719
O 2.612 1.164 -0.774
C 3.826 1.860 -0.862
O 4.437 1.199 -2.019
B 3.769 3.430 -1.405
O 2.939 4.432 -0.824
O 4.514 3.873 -2.536
C 4.919 1.636 0.291
Cl 5.590 -0.086 0.148
C 6.191 2.580 0.205
C 7.476 1.870 0.861
Cl 6.016 4.131 1.174
P 1.585 -1.442 0.469
N 1.900 -1.562 2.015
O 2.940 -1.693 -0.475
O 0.627 -2.804 0.151
H -2.744 1.597 4.043
H -1.354 0.380 4.038
H -1.534 1.584 2.683
H -0.648 -1.504 2.711
H -1.484 -2.860 1.698
H -2.208 -2.237 3.212
H -0.960 -1.545 -1.359
H -2.422 -0.577 -1.676
H -4.807 -1.369 -0.429
H -6.272 -3.470 -0.224
H -5.228 -5.840 -0.458
H -2.703 -6.034 -0.836
H -1.213 -4.049 -1.009
H 0.461 0.062 -1.093
H 2.582 1.044 1.949
H 0.935 1.648 2.264
H 3.371 3.506 1.487
H 1.703 4.077 1.843
H 1.016 2.302 4.240
H 0.878 -0.132 4.849
H 2.159 -2.214 5.700
H 4.649 -2.101 6.343
H 5.887 0.175 6.069
H 4.715 2.222 5.270
H 5.351 1.506 -2.128
H 3.537 4.954 -0.248
H 5.451 3.987 -2.266
H 4.532 1.684 1.337
H 6.531 2.797 -0.852
H 8.040 1.239 0.131
H 7.244 1.374 1.836
H 8.166 2.735 1.114
H 1.578 -0.717 2.491
H 2.616 -1.630 -1.403
H 1.205 -3.575 -0.012
C 4.260 6.760 -7.114
C 5.157 7.435 -6.092
O 4.555 7.153 -4.829
S 3.838 5.701 -4.894
O 4.719 4.739 -4.332
O 2.491 5.848 -4.466
O 3.855 5.533 -6.507
H 3.364 7.356 -7.308
H 4.776 6.567 -8.054
H 5.232 8.510 -6.250
H 6.159 6.997 -6.094
C -1.678 -9.648 -2.379
C -0.990 -9.586 -3.730
O -0.908 -8.191 -4.034
S -0.735 -7.358 -2.660
O 0.648 -7.079 -2.473
O -1.736 -6.347 -2.618
O -1.154 -8.537 -1.641
H -2.759 -9.514 -2.476
H -1.475 -10.582 -1.856
H -1.544 -10.117 -4.503
H 0.028 -9.982 -3.676
C 0.094 4.849 7.138
C 0.976 5.528 8.168
O 0.348 5.259 9.423
S -0.375 3.814 9.355
O 0.492 2.849 9.938
O -1.729 3.971 9.758
O -0.330 3.629 7.750
H -0.795 5.448 6.923
H 0.627 4.645 6.210
H 1.062 6.600 8.002
H 1.975 5.083 8.187
C -4.842 -11.409 1.050
C -5.553 -12.301 0.050
O -6.200 -11.400 -0.851
S -5.307 -10.061 -0.993
O -4.511 -10.174 -2.171
O -6.135 -8.939 -0.734
O -4.350 -10.307 0.284
H -5.537 -11.021 1.799
H -4.022 -11.922 1.551
H -6.279 -12.960 0.522
H -4.840 -12.899 -0.524
C -6.606 2.031 -0.418
C -7.191 1.947 0.978
O -8.601 1.825 0.778
S -8.875 1.010 -0.596
O -9.115 -0.355 -0.270
O -9.757 1.772 -1.408
O -7.380 1.125 -1.206
H -6.724 3.034 -0.838
H -5.555 1.750 -0.440
H -6.963 2.826 1.579
H -6.843 1.051 1.500
C -7.791 -0.809 -5.442
C -8.604 0.206 -6.226
O -9.780 0.418 -5.446
S -9.409 0.260 -3.874
O -9.191 1.553 -3.327
O -10.308 -0.675 -3.295
O -7.971 -0.456 -4.071
H -8.177 -1.821 -5.587
H -6.734 -0.784 -5.705
H -8.863 -0.149 -7.222
H -8.075 1.160 -6.307
C 9.688 4.742 -4.038
C 8.876 5.712 -4.874
O 7.681 5.933 -4.121
S 8.023 5.842 -2.546
O 8.206 7.158 -2.048
O 7.129 4.911 -1.944
O 9.474 5.147 -2.683
H 9.321 3.719 -4.150
H 10.749 4.775 -4.281
H 8.641 5.315 -5.860
H 9.391 6.671 -4.981

- structure (SMILES) = CC(=O)N(C)[C@](Br)(Cc1ccccc1)O[C@@H]([C@](CCC(=O)Nc1ccccc1)(N=C=O)O[C@@](O)(B(O)O)[C@@H](Cl)[C@H](C)Cl)P(=N)(O)O.O=S1(=O)OCCO1.O=S1(=O)OCCO1.O=S1(=O)OCCO1.O=S1(=O)OCCO1.O=S1(=O)OCCO1.O=S1(=O)OCCO1.O=S1(=O)OCCO1
- orbital gap (hartree) = 0.300
- HOMO level (eV) = -8.223
- net charge = 0

Here are the Löwdin charges for atoms 1 to 2, given in e:
1. C 0.00
2. C -0.54



Which of these has the lowest net charge?
C41H63As2CaN6O3PSSeSi3Te